C39H75Cl2F9O7Si4 | ωB97M-V with the def2-TZVPD basis set

Geometry as XYZ:
```
136
C39H75Cl2F9O7Si4, DFT ωB97M-V with the def2-TZVPD basis set
H 7.695 -8.341 0.845
H -2.748 6.502 0.835
H 4.940 -7.315 0.068
O -3.578 1.303 2.634
C -4.806 -0.732 4.653
H -6.931 2.790 -1.346
C -1.923 -3.689 0.089
H -0.182 1.879 -1.139
H -6.963 -0.927 3.940
C 6.500 2.869 -0.246
H -6.827 2.920 0.583
Cl -2.174 -1.158 5.697
H 5.519 -7.560 -2.276
H -4.645 2.531 -3.000
C -6.220 3.070 -0.432
C -3.799 2.277 -2.199
C -1.246 -5.160 0.341
O -1.582 2.004 4.954
C -0.580 1.518 4.218
O 6.647 -2.491 1.551
Si -2.589 -0.140 2.702
H 5.022 -2.205 0.290
H -6.422 4.879 1.832
C -5.908 -0.770 3.432
H -5.866 4.173 -0.603
H 6.950 3.460 -1.051
H -1.528 4.607 3.062
F -0.412 -4.961 3.359
H 6.504 -5.526 -1.419
H -5.953 0.215 2.787
C -6.481 5.937 -3.146
H -3.169 5.274 -0.540
C -4.351 6.872 -3.036
C -1.430 2.437 0.685
H 0.500 0.498 -5.792
H -0.247 0.452 0.090
C -5.645 4.441 2.625
H 4.126 0.488 -4.615
H 5.689 -5.319 2.962
C 6.555 0.657 -1.033
C 5.229 -2.456 1.334
H 4.574 0.627 -0.159
F 0.709 -7.027 2.511
Si -4.674 1.860 -0.490
C 6.981 -7.522 0.711
H -0.694 -2.320 1.610
H 6.663 -0.405 -0.802
C -4.535 6.278 -4.415
H -1.723 0.800 -1.029
H -5.887 3.334 2.940
Cl -4.838 0.889 5.625
H -3.439 6.520 -2.546
H -5.692 -1.743 2.810
C 1.448 0.473 -5.247
H -1.322 3.491 0.134
H -4.559 6.333 0.342
H 6.958 0.833 -2.038
H 2.418 1.192 -7.026
C 3.673 1.224 -5.289
H -2.976 4.105 4.276
H 4.582 0.986 -1.900
C 6.313 -7.680 -1.535
H 8.317 1.656 -0.202
H 4.813 -1.669 1.972
H 3.650 -3.786 2.047
H 0.506 1.989 4.296
C 5.121 1.134 -0.961
H -4.624 -0.724 -0.852
C 2.648 0.552 -6.166
C -0.901 1.311 -0.374
O 5.164 2.533 -0.644
H 2.963 -0.425 -6.541
C -3.557 5.699 0.480
H -4.026 6.848 -5.196
C -2.651 4.792 3.360
C 6.964 -3.672 2.301
C 0.318 -5.135 0.832
H 6.965 -8.501 -1.860
C 7.130 -6.422 -1.336
F -3.402 -3.940 -0.088
H -0.237 -0.775 3.656
C -0.718 0.211 3.184
H -5.171 -1.549 5.443
H -2.886 5.895 3.678
H 5.378 -3.761 3.750
H 6.471 3.480 0.661
H -3.190 3.275 -2.060
H 4.766 -4.504 0.870
H -6.322 0.037 -1.179
H -3.366 -2.319 3.865
O 7.649 -6.471 0.000
H 4.474 1.715 -5.848
H -7.463 6.356 -2.910
H 7.650 -3.419 3.114
O -5.495 6.486 -2.261
H -4.327 7.966 -3.074
H 7.466 -4.372 1.625
C 5.653 -4.239 2.803
H -6.392 7.260 -4.839
F -1.354 -2.953 -1.096
Si -3.269 2.295 1.222
H 5.516 -8.992 0.025
H -3.165 1.382 -2.610
C 2.824 2.195 -4.498
C -3.286 -1.182 4.216
H -2.161 -3.269 2.317
H -5.648 5.099 3.598
F 1.040 -3.861 0.525
O 1.527 1.598 -4.362
F 1.910 -4.983 2.794
Si -3.849 4.385 1.858
C -2.763 -1.319 1.172
H -5.812 -0.256 0.615
H -0.051 0.478 2.260
H -2.660 -0.790 0.134
H -4.150 5.251 -4.434
F -1.250 -5.853 -1.002
H -6.513 4.855 -2.981
C 7.240 1.565 -0.043
H -3.883 -1.730 1.216
H -6.400 5.545 -5.294
H 2.701 3.143 -5.033
C -6.035 6.262 -4.555
H 3.239 2.405 -3.508
F 1.027 -6.193 0.020
C 5.807 -7.952 -0.142
H 7.954 -6.339 -2.049
H -0.688 2.518 1.617
H 6.673 -7.163 1.697
H 7.073 1.195 0.975
C 0.561 -5.536 2.403
H 1.475 -0.436 -4.635
C -5.405 0.080 -0.441
F -2.110 -6.039 1.215
C 4.692 -3.817 1.721
C -1.802 -2.649 1.362
```

Computed properties:
HOMO: -8.49 eV
LUMO: -0.02150 Ha

C39H78BrFNO11P | ωB97M-V with the def2-TZVPD basis set

Geometry as XYZ:
```
132
C39H78BrFNO11P, DFT ωB97M-V with the def2-TZVPD basis set
H 7.187 3.571 -1.506
H 0.795 -0.934 -2.850
H 10.644 4.174 -3.334
C 7.793 1.600 -0.870
C 7.532 3.068 -0.600
H -5.192 -0.120 2.313
C 0.079 0.132 -7.642
H 4.628 -0.321 -1.075
H 5.049 -3.424 -2.617
H 10.361 3.413 -5.508
H -0.928 -0.792 4.217
C 2.246 5.581 8.160
H -3.009 -0.743 -3.517
H 11.581 1.938 -3.888
H -5.698 5.723 1.737
C 0.138 -2.613 4.288
F 1.256 -1.984 1.408
Br -1.814 -3.106 1.905
H -2.031 -2.089 -5.082
H -0.751 -3.119 4.656
C 10.558 1.715 -4.198
H 0.357 0.729 -2.506
H -6.998 6.901 1.993
H 2.647 6.147 7.319
C -5.377 -0.903 -0.973
O -6.898 3.682 3.028
P -1.538 0.763 -0.524
C 0.080 -0.178 -6.174
C -3.316 -3.713 -2.721
H 5.469 -1.696 -2.740
H 0.300 1.225 6.177
O -0.703 -0.456 6.663
C -3.516 -6.261 -3.037
C 4.133 -1.148 -0.566
H 3.049 5.397 8.874
O -2.879 -8.475 -2.393
C -6.318 0.985 0.860
C -4.928 -1.909 -2.007
O -4.311 -7.369 -1.054
H -4.352 -1.773 0.700
H -0.384 -1.854 -4.474
C 0.631 -0.220 -2.040
C -3.656 -2.679 -1.651
H 0.751 -3.276 3.679
H 0.651 -0.663 3.494
H -3.972 -6.652 -3.952
H 1.049 0.523 -7.928
H 5.920 -2.183 -0.058
H -6.700 1.713 1.563
C -0.892 -1.424 2.188
H -6.531 3.878 3.895
H 0.475 -0.178 1.096
H 4.578 -3.268 -0.315
H -7.501 3.068 -0.336
H -0.703 0.861 -7.851
H 8.124 1.093 0.036
H -0.945 -2.360 -2.413
H -4.851 -1.441 -2.990
H 2.580 0.609 -1.975
H 0.455 4.006 9.220
C 1.289 0.307 7.858
C -7.508 4.870 2.531
H 10.046 1.266 -3.347
O 1.056 -0.246 -5.480
C 5.050 -2.360 -0.695
C -1.535 -1.483 -2.113
H 4.017 -0.888 0.489
C -1.332 -1.359 -4.672
C -4.214 -4.965 -2.614
C 1.644 4.269 7.695
H 6.616 -2.861 -2.112
H 0.269 1.884 -0.019
O -2.611 -1.797 -1.270
H -4.601 -5.068 -1.600
H -1.629 -0.628 2.143
C 0.144 -1.218 1.085
H 8.821 2.757 -4.942
H -2.421 0.156 0.378
H 0.730 -2.354 5.168
H 1.493 6.196 8.658
C -7.632 2.169 -0.936
H -6.512 0.199 -2.417
H 8.575 1.494 -1.627
C -6.216 0.133 -1.374
C -6.517 6.010 2.397
H 6.759 3.182 0.161
H -5.089 -4.814 -3.248
H 1.896 0.462 -0.374
H -3.897 -3.246 -0.746
H -3.472 -3.279 -3.713
C 1.981 -0.047 -1.337
H -6.087 6.264 3.368
H -8.666 1.847 -0.788
H 1.032 -0.246 8.764
H -0.593 1.336 7.697
H -8.337 5.162 3.185
H -0.962 -0.952 7.446
H 2.954 -1.682 -2.254
O 1.139 3.492 8.780
H -3.456 -9.231 -2.548
H -0.172 -0.773 -8.193
H 10.598 0.983 -5.005
C -5.006 -0.979 0.368
N -0.735 1.985 0.055
O -1.177 -0.362 -5.694
C -6.698 1.082 -0.477
H -2.398 1.169 -1.558
H 2.400 3.650 7.213
O 9.748 3.950 -3.606
C -3.642 -7.384 -2.042
C -1.927 -0.738 -3.403
H -7.924 4.608 1.559
C 5.558 -2.593 -2.128
H -1.628 0.309 -3.407
C 9.845 2.978 -4.645
C -0.568 -0.688 -1.195
C 0.041 0.686 7.088
C -5.479 -0.037 1.272
C 2.773 -1.350 -1.223
O -0.245 -1.638 -0.180
H 1.845 1.196 8.147
H -2.464 -6.115 -3.284
H -2.276 -4.032 -2.652
C -0.220 -1.317 3.575
H 6.312 1.336 -2.104
H -7.513 2.385 -1.995
H 8.439 3.570 -0.259
O 6.617 0.913 -1.294
H 1.932 -0.335 7.252
H -5.714 -2.669 -2.095
H 0.845 4.453 6.970
H 2.203 -2.141 -0.741
```

Computed properties:
HOMO: -8.33 eV
Energy above the lowest of the compared OMol25 structures with the same formula, charge and spin: 0.000 eV
LUMO: 0.01994 Ha
Structure (SMILES): CCCCCC[C@@](O[C@H](F)[C@@H](Br)CC)([PH2]=N)[C@H](CCOC(C)=O)O[C@H](CCCC(=O)O)Cc1cccc(C)c1.CCO.CCO.CCO.CCO.CCO

| no. | E_tot (eV) |
| --- | --- |
| 1 | -136996.0882 |
| 2 | -147767.5163 |